(1)
Below is a gas-phase ion, C4H8ClO4S (charge -1) at a distorted geometry, with properties calculated with ωB97M-V/def2-TZVPD.

Each line ends with the Löwdin charge.
CARTESIAN COORDINATES (ANGSTROEM)
C 0.89816 -0.79454 1.39817  -0.15
C 0.49327 -0.67362 -1.46909  -0.06
C 0.77035 0.54115 0.66882  -0.67
C -0.09285 0.42152 -0.59948  -0.58
O -1.72806 0.40224 1.66409  -0.36
O -2.21799 -1.18678 -0.17666  -0.35
O -2.60470 1.16027 -0.47690  -0.35
O -0.21881 1.63086 -1.33579  -0.07
S -1.86127 0.15459 0.22698  0.47
Cl 2.43818 1.06692 0.17426  0.57
H 0.52077 -0.68020 2.40166  0.06
H 0.27248 -1.55372 0.92703  0.06
H 1.96929 -1.16645 1.48919  0.08
H -0.00880 -0.83300 -2.32022  0.03
H 0.67972 -1.50854 -0.83737  0.05
H 1.47813 -0.26698 -1.94896  0.10
H 0.30239 1.28101 1.30744  0.09
H -1.09026 2.00526 -1.09316  0.06

The value obtained for the HOMO energy is -5.58 eV. For the total energy, the calculation gives -35827.1705 eV. As for the structure (SMILES): C[C@@H](Cl)[C@](C)(O)S(=O)(=O)[O-]. The calculation puts the strongest force on any atom at 0.0790 hartree/bohr. As for the molar mass: 187.62 Da. The frontier orbital gap is 0.3300 Eh. The net charge is -1.

(2)
Below is 2 unconnected molecules or ions with the total composition C3H11N2 at a distorted geometry, with properties calculated with ωB97M-V/def2-TZVPD.

Each line ends with the Löwdin charge.
CARTESIAN COORDINATES (ANGSTROEM)
C -0.13454 -2.78192 0.64093  0.02
N -0.67507 -1.61343 0.64843  0.01
H -0.81352 -3.63413 0.58207  0.10
H 0.94163 -2.92176 0.70558  0.09
H -0.49401 -0.26476 0.00038  0.09
H -1.46812 -1.70446 1.29435  0.10
C 1.19000 0.77900 -1.01910  -0.03
N -0.15808 0.71047 -0.47997  -0.12
C -0.49030 1.85268 0.38186  -0.03
H 1.89803 0.89538 -0.19836  0.11
H 1.34514 1.61752 -1.69408  0.11
H 1.48188 -0.14154 -1.52097  0.10
H -0.92414 0.73014 -1.15633  0.17
H -0.19839 1.67610 1.41137  0.10
H 0.05270 2.72128 0.02063  0.10
H -1.55319 2.07942 0.38320  0.10

The value obtained for the HOMO energy is -14.58 eV. For the total energy, the calculation gives -6261.4916 eV. The calculation puts the strongest force on any atom at 0.0526 hartree/bohr. As for the molar mass: 75.14 Da. The frontier orbital gap is 0.3918 Eh. The net charge is +1.

(3)
Below is C17H20Cl3NO5S in the gas phase, with properties calculated with ωB97M-V/def2-TZVPD.

Each line ends with the Löwdin charge.
CARTESIAN COORDINATES (ANGSTROEM)
C -0.64558 4.33645 0.81684  -0.07
H -1.18958 4.47549 1.74844  0.08
H 0.40260 4.56924 0.99272  0.08
H -1.03350 5.04282 0.08810  0.08
C -0.79796 2.90739 0.29848  -0.40
C -0.11246 2.75715 -1.05622  -0.06
H 0.93367 3.05388 -0.99582  0.08
H -0.59619 3.40424 -1.78410  0.08
H -0.17935 1.73609 -1.42343  0.06
H -1.86078 2.70002 0.15621  0.12
C -0.24490 1.93347 1.35911  -0.13
N -0.53012 0.53759 1.09690  0.00
C 0.35089 -0.35918 0.59395  -0.42
O 0.08037 -1.53475 0.46221  0.06
C 1.75551 0.14054 0.21850  -0.05
H 2.37797 0.21124 1.11332  0.15
H 1.72056 1.09229 -0.31292  0.11
O 2.38074 -0.83117 -0.60362  0.00
C 1.77669 -1.03420 -1.77585  -0.50
O 0.83949 -0.39198 -2.16738  0.12
C 2.44606 -2.12176 -2.55795  -0.15
C 2.85904 -1.86351 -3.86622  -0.60
C 3.45520 -2.86930 -4.62443  -0.68
C 3.62824 -4.13452 -4.08174  -0.09
C 3.21875 -4.39936 -2.78994  -0.09
C 2.63398 -3.39810 -2.02477  -0.59
Cl 2.11310 -3.75973 -0.43287  0.79
H 3.34967 -5.38109 -2.36527  0.11
H 4.08570 -4.90667 -4.67941  0.11
Cl 3.97600 -2.54564 -6.22830  0.69
Cl 2.66801 -0.29516 -4.53102  0.76
C -1.78576 -0.04689 1.57164  -0.31
C -3.00178 0.85277 1.56115  -0.15
H -3.48513 0.92904 0.59374  0.11
H -2.83303 1.83119 1.99737  0.10
S -4.14950 0.00352 2.71750  0.68
O -4.53379 0.93510 3.74208  -0.32
O -5.19841 -0.65676 1.99634  -0.31
C -2.95409 -1.20354 3.38847  -0.19
C -1.63272 -0.57754 3.01156  -0.16
H -1.40774 0.25047 3.68745  0.13
H -0.81529 -1.29843 3.05033  0.13
H -3.11164 -1.29662 4.45707  0.11
H -3.12995 -2.14870 2.88478  0.11
H -1.97481 -0.90656 0.91715  0.16
H 0.83323 2.07363 1.44996  0.13
H -0.68141 2.18757 2.32992  0.13

The value obtained for the HOMO energy is -9.23 eV. For the total energy, the calculation gives -78084.1437 eV. As for the structure (SMILES): CC(C)CN(C(=O)COC(=O)c1c(Cl)ccc(Cl)c1Cl)[C@H]1CCS(=O)(=O)C1. The calculation puts the strongest force on any atom at 0.0144 hartree/bohr. As for the molar mass: 456.77 Da. The frontier orbital gap is 0.3500 Eh.

(4)
Below is C2H2O2 in the gas phase at a distorted geometry, with properties calculated with ωB97M-V/def2-TZVPD.

Each line ends with the Löwdin charge.
CARTESIAN COORDINATES (ANGSTROEM)
C 0.19582 -0.32252 -0.68468  -0.21
C -0.16847 0.21377 0.73326  -0.21
O 1.19964 -0.03978 -1.33487  0.05
O -1.29394 0.44082 1.17064  0.05
H -0.80600 -0.81319 -1.15841  0.16
H 0.87295 0.52091 1.27406  0.16

The value obtained for the HOMO energy is -10.32 eV. For the total energy, the calculation gives -6199.4404 eV. As for the structure (SMILES): O=CC=O. The calculation puts the strongest force on any atom at 0.0676 hartree/bohr. As for the molar mass: 58.04 Da. The frontier orbital gap is 0.3368 Eh.

(5)
Below is 2 unconnected molecules or ions with the total composition C3H10N3S at a distorted geometry, with properties calculated with ωB97M-V/def2-TZVPD.

Each line ends with the Löwdin charge.
CARTESIAN COORDINATES (ANGSTROEM)
C -0.27045 -0.98621 -1.02919  -0.24
C 2.66671 1.88918 1.26922  -0.50
C -1.14541 -0.76975 0.11163  -0.46
N -1.61214 0.44750 0.07277  0.18
N -1.36175 -1.56237 1.12185  0.22
N -0.14760 0.11422 -1.89664  0.04
S 1.42344 0.96470 0.93834  0.72
H 0.55369 -1.22132 -0.45844  0.07
H -0.49585 -1.96981 -1.53955  0.17
H 3.60415 1.51348 1.67615  0.02
H 2.52963 2.95332 1.11664  0.01
H -1.14386 0.97711 -0.72043  0.12
H -1.93915 0.85331 0.94419  0.14
H -1.10315 -2.57783 1.11973  0.17
H -1.73391 -1.24118 2.01600  0.15
H 0.74419 0.50787 -1.92956  0.07
H -0.56856 0.10779 -2.81272  0.12

The value obtained for the HOMO energy is -12.42 eV. For the total energy, the calculation gives -18571.4544 eV. The calculation puts the strongest force on any atom at 0.0827 hartree/bohr. As for the molar mass: 120.20 Da. The frontier orbital gap is 0.3152 Eh. The net charge is +1.

Copy entry 5 word for word.
Below is 2 unconnected molecules or ions with the total composition C3H10N3S at a distorted geometry, with properties calculated with ωB97M-V/def2-TZVPD.

Each line ends with the Löwdin charge.
CARTESIAN COORDINATES (ANGSTROEM)
C -0.27045 -0.98621 -1.02919  -0.24
C 2.66671 1.88918 1.26922  -0.50
C -1.14541 -0.76975 0.11163  -0.46
N -1.61214 0.44750 0.07277  0.18
N -1.36175 -1.56237 1.12185  0.22
N -0.14760 0.11422 -1.89664  0.04
S 1.42344 0.96470 0.93834  0.72
H 0.55369 -1.22132 -0.45844  0.07
H -0.49585 -1.96981 -1.53955  0.17
H 3.60415 1.51348 1.67615  0.02
H 2.52963 2.95332 1.11664  0.01
H -1.14386 0.97711 -0.72043  0.12
H -1.93915 0.85331 0.94419  0.14
H -1.10315 -2.57783 1.11973  0.17
H -1.73391 -1.24118 2.01600  0.15
H 0.74419 0.50787 -1.92956  0.07
H -0.56856 0.10779 -2.81272  0.12

The value obtained for the HOMO energy is -12.42 eV. For the total energy, the calculation gives -18571.4544 eV. The calculation puts the strongest force on any atom at 0.0827 hartree/bohr. As for the molar mass: 120.20 Da. The frontier orbital gap is 0.3152 Eh. The net charge is +1.